(1)
Here is the ion C2H7N2O2 with charge +1 from OMol25. Energies are from ωB97M-V/def2-TZVPD.

Each line ends with the natural charge from an NBO analysis.
Geometry (Å):
C (0.23, 1.12, 0.06)  0.1019
C (-0.69, -0.94, 1.05)  -0.4517
N (-0.32, -0.95, -1.17)  0.2900
N (-0.17, -0.34, -0.15)  -0.1702
O (0.11, -0.31, -2.29)  -0.4631
O (1.13, 1.71, -0.73)  -0.5569
H (1.00, 1.56, -1.69)  0.5191
H (-0.76, 1.69, -0.12)  0.2223
H (0.48, 1.18, 1.11)  0.2301
H (-1.78, -0.68, 0.98)  0.2274
H (-0.74, -2.01, 1.18)  0.2707
H (-0.19, -0.58, 1.95)  0.2495
H (0.03, -0.84, -3.04)  0.5308

## Properties
Spin multiplicity   3
ΔE to the lowest compared entry with this formula, charge and spin   211.7 kJ/mol
Net charge   +1
Largest force on an atom   7.390 eV/Å
LUMO energy (alpha / beta)   -3.31 / -9.68 eV
HOMO (alpha / beta)   -0.4737 / -0.5891 Eh

***

(2)
Here is the ion C2H7N2O3S with charge -1 from OMol25. Energies are from ωB97M-V/def2-TZVPD.

Each line ends with the natural charge from an NBO analysis.
Geometry (Å):
C (-1.69, -0.15, -0.52)  -0.6544
C (-0.32, -0.64, 0.05)  -0.2287
N (-0.19, -0.24, 1.41)  -0.4970
N (1.13, -0.22, 1.94)  -0.6673
S (0.90, 0.57, -1.11)  2.2508
O (2.24, 0.01, -0.82)  -1.0394
O (0.74, 1.93, -0.57)  -1.0338
O (0.33, 0.33, -2.47)  -1.0230
H (-1.72, 0.96, -0.27)  0.2169
H (-2.52, -0.69, -0.26)  0.1848
H (-1.56, -0.36, -1.60)  0.2529
H (0.03, -1.59, -0.23)  0.1920
H (-0.57, 0.71, 1.52)  0.3546
H (1.66, 0.55, 1.46)  0.3542
H (1.54, -1.16, 1.47)  0.3375

## Properties
Spin multiplicity   1
ΔE to the lowest compared entry with this formula, charge and spin   44.0 kJ/mol
Net charge   -1
Largest force on an atom   5.152 eV/Å
LUMO energy   4.11 eV
HOMO   -0.1446 Eh

***

(3)
Here is a cluster of 2 separate species, C2H7N2OP in total from OMol25. Energies are from ωB97M-V/def2-TZVPD.

Each line ends with the natural charge from an NBO analysis.
Geometry (Å):
C (2.54, 1.35, 0.19)  -0.5473
C (2.41, 0.09, 0.40)  -0.0940
N (-1.88, -1.26, 1.02)  -1.1483
N (-1.80, -0.42, -1.57)  -1.1452
O (-1.59, 1.22, 0.47)  -1.0321
P (-1.12, -0.08, -0.01)  1.7804
H (3.36, 2.15, 0.11)  0.2269
H (1.72, 1.84, -0.25)  0.2173
H (3.04, -0.72, 0.78)  0.1775
H (-1.78, -0.95, 2.05)  0.4034
H (-1.56, -2.20, 1.05)  0.3808
H (-1.97, -1.25, -2.03)  0.3925
H (-1.37, 0.24, -2.22)  0.3881

## Properties
Spin multiplicity   1
ΔE to the lowest compared entry with this formula, charge and spin   445.8 kJ/mol
Net charge   0
Largest force on an atom   3.657 eV/Å
LUMO energy (alpha / beta)   -1.06 / -0.20 eV
HOMO (alpha / beta)   -0.3298 / -0.3060 Eh

***

(4)
Here is the ion C2H7N2OS with charge +1 from OMol25. Energies are from ωB97M-V/def2-TZVPD.

Each line ends with the natural charge from an NBO analysis.
Geometry (Å):
C (-0.52, -0.76, 0.54)  0.3428
C (1.64, 1.12, -0.43)  -0.8464
N (-1.76, -0.58, 1.00)  -0.7651
N (-0.57, -1.48, -0.52)  -0.7414
O (2.11, -1.42, -0.09)  -0.8612
S (1.67, -0.37, 0.72)  1.3903
H (0.77, 1.21, -1.01)  0.2527
H (2.59, 1.28, -1.00)  0.2868
H (1.48, 1.96, 0.28)  0.2495
H (-2.47, -1.28, 0.64)  0.4113
H (-1.87, -0.14, 1.92)  0.4339
H (-1.38, -1.85, -0.87)  0.4012
H (0.34, -1.66, -1.09)  0.4456

## Properties
Spin multiplicity   1
ΔE to the lowest compared entry with this formula, charge and spin   209.5 kJ/mol
Net charge   +1
Largest force on an atom   6.079 eV/Å
LUMO energy   -4.98 eV
HOMO   -0.5510 Eh

***

(5)
Here is a cluster of 2 separate species, C2H7N2S in total from OMol25. Energies are from ωB97M-V/def2-TZVPD.

Each line ends with the natural charge from an NBO analysis.
Geometry (Å):
C (-1.96, -0.55, -2.29)  -0.7300
S (-1.15, 0.46, -0.97)  -0.6584
H (-2.32, -1.36, -1.66)  0.1958
H (-1.39, -0.95, -3.06)  0.1690
H (-2.69, 0.17, -2.70)  0.1901
N (0.75, -0.29, 1.13)  -0.8387
C (1.26, 0.81, 1.72)  0.3311
N (2.38, 0.82, 2.49)  -0.9106
H (1.58, -0.93, 1.08)  0.3646
H (-0.23, -0.29, 0.57)  0.4200
H (0.67, 1.74, 1.65)  0.1565
H (3.09, 0.37, 2.04)  0.3105

## Properties
Spin multiplicity   1
ΔE to the lowest compared entry with this formula, charge and spin   169.3 kJ/mol
Net charge   -1
Largest force on an atom   5.291 eV/Å
LUMO energy   4.41 eV
HOMO   -0.1074 Eh

***

(6)
Here is the ion C2H7N2S2 with charge +1 from OMol25. Energies are from ωB97M-V/def2-TZVPD.

Each line ends with the natural charge from an NBO analysis.
Geometry (Å):
C (-0.34, -0.46, -0.61)  0.0585
C (-0.43, -0.05, 0.80)  0.0457
N (-1.42, -0.53, -1.37)  -0.7343
N (0.29, -0.58, 1.81)  -0.7219
S (2.41, 1.02, -0.52)  -0.0957
S (0.36, 1.53, -0.34)  0.1313
H (0.48, -1.00, -0.99)  0.2490
H (-1.28, 0.45, 1.06)  0.2296
H (-1.51, -0.64, -2.37)  0.4388
H (-2.25, -0.11, -0.98)  0.3952
H (0.02, -0.44, 2.68)  0.4078
H (2.83, 2.24, -0.81)  0.1807
H (0.84, -1.42, 1.63)  0.4152

## Properties
Spin multiplicity   1
ΔE to the lowest compared entry with this formula, charge and spin   157.4 kJ/mol
Net charge   +1
Largest force on an atom   5.657 eV/Å
LUMO energy   -3.92 eV
HOMO   -0.4739 Eh

***

(7)
Here is the molecule C2H7N3 from OMol25. Energies are from ωB97M-V/def2-TZVPD.

Each line ends with the natural charge from an NBO analysis.
Geometry (Å):
C (-1.95, -0.32, 0.08)  -0.1724
N (-0.83, -0.88, 0.07)  -0.2526
N (0.43, -0.23, 0.13)  -0.1419
C (0.58, 1.17, -0.10)  -0.4165
N (1.56, -1.06, -0.16)  -0.6442
H (-2.85, -0.97, -0.01)  0.2005
H (-2.08, 0.92, 0.20)  0.1332
H (1.21, 1.57, 0.68)  0.1946
H (0.99, 1.33, -1.03)  0.1948
H (-0.35, 1.63, 0.00)  0.2006
H (1.26, -1.87, -0.57)  0.3586
H (2.03, -1.31, 0.70)  0.3453

## Properties
Spin multiplicity   1
ΔE to the lowest compared entry with this formula, charge and spin   326.9 kJ/mol
Net charge   0
Largest force on an atom   3.689 eV/Å
LUMO energy   1.22 eV
HOMO   -0.2979 Eh

***

(8)
Here is the molecule C2H7N3 from OMol25. Energies are from ωB97M-V/def2-TZVPD.

Each line ends with the natural charge from an NBO analysis.
Geometry (Å):
H (-1.28, 1.78, 1.22)  0.3843
N (-0.34, 1.39, 1.00)  -0.7449
C (0.14, 0.46, 0.24)  0.4684
C (1.69, 0.40, 0.15)  -0.6857
N (-0.40, -0.70, -0.70)  -0.4955
N (-1.67, -1.21, -0.40)  -0.6665
H (1.83, 0.25, -0.99)  0.2202
H (2.09, 1.38, 0.33)  0.2410
H (2.06, -0.48, 0.72)  0.2282
H (0.27, -1.50, -0.61)  0.3600
H (-2.28, -1.11, -1.27)  0.3458
H (-2.11, -0.67, 0.32)  0.3447

## Properties
Spin multiplicity   1
ΔE to the lowest compared entry with this formula, charge and spin   237.8 kJ/mol
Net charge   0
Largest force on an atom   3.400 eV/Å
LUMO energy   1.07 eV
HOMO   -0.3287 Eh

***

(9)
Here is a cluster of 2 separate species, C2H7N3 in total from OMol25. Energies are from ωB97M-V/def2-TZVPD.

Each line ends with the natural charge from an NBO analysis.
Geometry (Å):
H (-1.56, -0.37, 0.77)  0.3291
N (-1.87, 0.56, 0.48)  -0.7033
C (-1.74, 0.77, -0.77)  0.2809
N (-1.02, -0.02, -1.64)  -0.8471
H (-2.27, 1.63, -1.19)  0.1594
H (-1.11, 0.14, -2.63)  0.3857
H (-0.15, -0.42, -1.35)  0.3958
C (2.05, -0.12, 1.12)  -0.0471
N (2.17, -1.37, 1.26)  -0.5917
H (2.36, 0.30, 0.16)  0.1482
H (1.48, 0.61, 1.71)  0.1569
H (1.65, -1.71, 2.08)  0.3332

## Properties
Spin multiplicity   1
ΔE to the lowest compared entry with this formula, charge and spin   143.8 kJ/mol
Net charge   0
Largest force on an atom   1.533 eV/Å
LUMO energy   0.96 eV
HOMO   -0.3485 Eh

***

(10)
Here is the ion C2H7N3 with charge +1 from OMol25. Energies are from ωB97M-V/def2-TZVPD.

Each line ends with the natural charge from an NBO analysis.
Geometry (Å):
C (1.62, -0.34, 1.00)  -0.4226
N (0.87, -0.15, -0.22)  -0.2941
C (-0.50, 0.03, -0.17)  0.5286
N (-1.04, 0.47, -1.41)  -0.8174
N (-1.11, -0.03, 0.92)  -0.4040
H (1.02, -1.05, 1.53)  0.2549
H (2.63, -0.84, 0.58)  0.2434
H (1.80, 0.47, 1.54)  0.2412
H (1.39, 0.27, -1.04)  0.4371
H (-0.58, 0.22, -2.32)  0.4297
H (-2.07, 0.65, -1.38)  0.4300
H (-1.99, 0.12, 1.05)  0.3732

## Properties
Spin multiplicity   2
ΔE to the lowest compared entry with this formula, charge and spin   107.3 kJ/mol
Net charge   +1
Largest force on an atom   7.236 eV/Å
LUMO energy (alpha / beta)   -3.43 / -8.56 eV
HOMO (alpha / beta)   -0.5761 / -0.5495 Eh

***

(11)
Here is a cluster of 2 separate species, C2H7N3 in total from OMol25. Energies are from ωB97M-V/def2-TZVPD.

Each line ends with the natural charge from an NBO analysis.
Geometry (Å):
C (-2.61, -1.05, -3.94)  0.1083
N (-3.77, -0.64, -4.24)  -0.1570
H (-2.27, -1.20, -2.91)  0.2956
H (-1.94, -1.25, -4.79)  0.2902
H (-4.36, -1.22, -4.86)  0.4628
N (1.60, 0.15, 3.41)  -0.8379
C (2.37, 0.79, 2.44)  0.2755
N (2.65, 2.01, 2.38)  -0.6787
H (1.66, 0.58, 4.32)  0.3875
H (1.71, -0.84, 3.40)  0.3800
H (2.83, 0.12, 1.72)  0.1504
H (2.15, 2.55, 3.08)  0.3233

## Properties
Spin multiplicity   2
ΔE to the lowest compared entry with this formula, charge and spin   296.0 kJ/mol
Net charge   +1
Largest force on an atom   1.957 eV/Å
LUMO energy (alpha / beta)   -7.44 / -9.41 eV
HOMO (alpha / beta)   -0.4122 / -0.4122 Eh

***

(12)
Here is the molecule C2H7N3O from OMol25. Energies are from ωB97M-V/def2-TZVPD.

Each line ends with the natural charge from an NBO analysis.
Geometry (Å):
H (-1.47, -2.24, 0.13)  0.3680
N (-1.28, -1.33, -0.50)  -0.6933
C (-0.43, -0.51, -0.14)  0.4132
C (0.00, -0.05, 1.27)  -0.3055
N (1.52, -0.02, 0.95)  -0.8160
N (0.06, 0.26, -1.28)  -0.3959
O (-0.46, 1.77, -1.03)  -0.6226
H (-0.56, 0.96, 1.33)  0.2526
H (-0.35, -0.83, 2.01)  0.2164
H (1.62, 0.71, 0.14)  0.3593
H (1.81, -0.70, 0.31)  0.3522
H (-0.71, -0.33, -1.95)  0.4081
H (0.26, 2.30, -1.25)  0.4636

## Properties
Spin multiplicity   1
ΔE to the lowest compared entry with this formula, charge and spin   547.2 kJ/mol
Net charge   0
Largest force on an atom   5.923 eV/Å
LUMO energy   0.76 eV
HOMO   -0.3378 Eh

***

(13)
Here is a structure of composition C2H7N3O from OMol25. Energies are from ωB97M-V/def2-TZVPD.

Each line ends with the natural charge from an NBO analysis.
Geometry (Å):
C (0.76, 1.85, -0.61)  -0.1567
O (-0.35, 1.33, -1.15)  -0.6540
H (-0.62, 0.43, -0.65)  0.4359
H (1.29, 0.74, 0.10)  0.2574
H (0.61, 2.62, 0.16)  0.1628
H (1.57, 2.01, -1.32)  0.1765
C (0.03, -0.99, -0.01)  0.0235
N (-1.07, -1.29, 0.79)  -0.1955
N (-1.80, -2.24, 0.47)  -0.3273
N (1.12, -0.45, 0.55)  -0.6142
H (-2.61, -2.24, 1.10)  0.3195
H (0.96, -0.30, 1.55)  0.3764
H (0.11, -1.46, -0.99)  0.1957

## Properties
Spin multiplicity   1
ΔE to the lowest compared entry with this formula, charge and spin   536.7 kJ/mol
Net charge   0
Largest force on an atom   1.872 eV/Å
LUMO energy (alpha / beta)   -0.80 / -0.80 eV
HOMO (alpha / beta)   -0.3215 / -0.3216 Eh

***

(14)
Here is a cluster of 2 separate species, C2H7N3O in total from OMol25. Energies are from ωB97M-V/def2-TZVPD.

Each line ends with the natural charge from an NBO analysis.
Geometry (Å):
N (1.88, -0.93, -0.21)  -0.6086
C (1.03, -0.12, -0.57)  0.3275
C (0.46, 0.99, -1.00)  -0.2407
N (0.17, 2.12, -0.19)  -0.8294
H (1.56, -1.80, 0.19)  0.3813
H (0.14, 1.05, -2.03)  0.2217
H (0.66, 2.07, 0.69)  0.3689
H (0.39, 2.99, -0.67)  0.3764
N (-1.57, -0.97, 0.52)  -0.5646
O (-0.67, -1.92, 1.10)  -0.6145
H (-1.87, -1.36, -0.37)  0.3511
H (-1.17, -0.01, 0.54)  0.3622
H (-1.02, -2.11, 1.98)  0.4688

## Properties
Spin multiplicity   1
ΔE to the lowest compared entry with this formula, charge and spin   449.2 kJ/mol
Net charge   0
Largest force on an atom   1.617 eV/Å
LUMO energy   0.90 eV
HOMO   -0.2804 Eh

***

(15)
Here is a cluster of 2 separate species, C2H7N3O2 in total from OMol25. Energies are from ωB97M-V/def2-TZVPD.

Each line ends with the natural charge from an NBO analysis.
Geometry (Å):
N (0.26, -1.93, 0.44)  -0.8489
C (0.19, -1.58, -0.87)  0.7710
N (0.82, -0.35, -1.17)  -0.8840
O (-0.39, -2.22, -1.72)  -0.6234
H (-0.17, -2.80, 0.68)  0.4077
H (0.37, -1.25, 1.18)  0.4011
H (1.74, -0.28, -0.74)  0.3851
H (0.90, -0.29, -2.18)  0.3993
N (-1.11, 1.62, 0.25)  -0.8323
C (-0.16, 1.99, 1.15)  0.5182
O (-0.37, 2.48, 2.23)  -0.6045
H (-2.07, 1.84, 0.46)  0.3981
H (-0.89, 0.98, -0.49)  0.4147
H (0.86, 1.79, 0.77)  0.0980

## Properties
Spin multiplicity   1
ΔE to the lowest compared entry with this formula, charge and spin   0.0 kJ/mol
Net charge   0
Largest force on an atom   0.548 eV/Å
LUMO energy   0.53 eV
HOMO   -0.3684 Eh

***

(16)
Here is a cluster of 2 separate species, C2H7N3O2 in total from OMol25. Energies are from ωB97M-V/def2-TZVPD.

Each line ends with the natural charge from an NBO analysis.
Geometry (Å):
O (-2.28, -2.51, 2.54)  -0.5952
N (-1.12, -2.57, 2.04)  -0.0812
C (-0.76, -2.18, 0.87)  0.2999
O (0.51, -2.36, 0.48)  -0.7152
H (-0.38, -3.00, 2.62)  0.3516
H (-1.49, -1.75, 0.20)  0.1675
H (0.77, -1.53, 0.01)  0.5168
H (-0.54, 0.36, 0.39)  0.3478
N (0.30, 0.13, -0.14)  -0.7806
C (0.80, 1.11, -0.77)  0.3250
N (0.34, 2.37, -0.82)  -0.8057
H (1.70, 0.93, -1.35)  0.1710
H (-0.50, 2.63, -0.32)  0.3956
H (0.82, 3.09, -1.32)  0.4027

## Properties
Spin multiplicity   1
ΔE to the lowest compared entry with this formula, charge and spin   370.9 kJ/mol
Net charge   0
Largest force on an atom   1.089 eV/Å
LUMO energy (alpha / beta)   0.47 / 0.47 eV
HOMO (alpha / beta)   -0.2783 / -0.2783 Eh

***

(17)
Here is the molecule C2H7N3O2 from OMol25. Energies are from ωB97M-V/def2-TZVPD.

Each line ends with the natural charge from an NBO analysis.
Geometry (Å):
C (-1.46, 0.85, -1.21)  -0.2817
O (-1.00, -0.48, -0.63)  -0.5496
C (0.12, -0.39, 0.26)  0.5563
N (1.41, -0.43, -0.15)  -0.2671
N (1.57, -0.93, -1.34)  -0.6315
N (0.07, -0.25, 1.67)  -0.3425
O (-0.35, 1.30, 1.63)  -0.6680
H (-0.74, 1.04, -2.20)  0.2017
H (-1.71, 1.76, -0.54)  0.2204
H (-2.51, 0.70, -1.54)  0.1968
H (2.14, -1.76, -1.46)  0.3731
H (0.49, -1.15, -1.94)  0.3219
H (1.00, 0.01, 2.16)  0.4102
H (-1.21, 1.39, 2.00)  0.4600

## Properties
Spin multiplicity   1
ΔE to the lowest compared entry with this formula, charge and spin   734.8 kJ/mol
Net charge   0
Largest force on an atom   6.951 eV/Å
LUMO energy   0.66 eV
HOMO   -0.3005 Eh

***

(18)
Here is a structure of composition C2H7N3OS from OMol25. Energies are from ωB97M-V/def2-TZVPD.

Each line ends with the natural charge from an NBO analysis.
Geometry (Å):
C (1.54, -1.12, -0.39)  -0.4277
C (0.12, 0.55, 0.23)  0.4925
H (1.63, -1.12, -1.57)  0.1959
H (2.60, -1.43, -0.15)  0.2049
H (0.89, -1.85, 0.04)  0.2087
H (1.79, 0.94, 0.04)  0.4036
H (-0.70, -0.84, 1.44)  0.3987
H (-3.02, 0.41, -0.63)  0.1584
H (-1.63, 1.82, 0.80)  0.4549
N (1.38, 0.10, 0.30)  -0.6032
N (-0.98, -0.28, 0.63)  -0.8549
N (-0.01, 1.68, -0.37)  -0.2171
O (-1.37, 2.21, -0.19)  -0.5860
S (-2.23, -1.06, -0.19)  0.1714

## Properties
Spin multiplicity   1
ΔE to the lowest compared entry with this formula, charge and spin   383.6 kJ/mol
Net charge   0
Largest force on an atom   4.917 eV/Å
LUMO energy   0.13 eV
HOMO   -0.3227 Eh